--- one ---
Computed, not measured: 2 unconnected molecules or ions with the total composition C6H15NO, with ωB97M-V/def2-TZVPD.

Last columns: bonded neighbours and bond lengths (Å).
Cartesian coordinates (Å):
1 C -2.568 -0.329 -0.456  C2 1.522, H8 1.083, H9 1.090, H10 1.098
2 C -1.947 1.060 -0.418  C1 1.522, C3 1.538, H11 1.092, H12 1.089
3 C -0.513 1.103 -0.970  C2 1.538, C4 1.515, H13 1.086, H14 1.100
4 C 0.591 0.981 0.061  C3 1.515, C5 1.516, H15 1.087, H16 1.095
5 C 0.855 -0.441 0.515  C4 1.516, C6 1.318, H17 1.090
6 C 0.712 -0.830 1.767  C5 1.318, N7 1.419, H18 1.078
7 N 0.942 -2.159 2.208  C6 1.419, H19 1.008, H20 1.007
8 H -3.572 -0.326 -0.051  C1 1.083
9 H -2.563 -0.770 -1.452  C1 1.090
10 H -2.002 -0.986 0.217  C1 1.098
11 H -2.548 1.793 -0.960  C2 1.092
12 H -1.960 1.432 0.606  C2 1.089
13 H -0.383 1.998 -1.572  C3 1.086
14 H -0.410 0.309 -1.724  C3 1.100
15 H 1.519 1.388 -0.330  C4 1.087
16 H 0.432 1.553 0.981  C4 1.095
17 H 1.157 -1.186 -0.221  C5 1.090
18 H 0.343 -0.176 2.541  C6 1.078
19 H 1.775 -2.576 1.823  N7 1.008
20 H 0.949 -2.249 3.211  N7 1.007
21 O 3.263 0.071 -2.248  H22 0.968, H23 0.959
22 H 2.713 -0.560 -1.762  O21 0.968
23 H 3.215 0.900 -1.767  O21 0.959

As for the SMILES: CCCC/C=C/N.O. The HOMO energy is -8.37 eV. As for the gap between HOMO and LUMO: 9.35 eV. The LUMO energy is 0.0358 hartree.

These are the Mulliken partial charges, in e, on atoms 1 to 6:
1. C -1.1408
2. C -0.4155
3. C -0.6308
4. C -0.6251
5. C -0.3538
6. C -0.0412

=====

--- two ---
Computed, not measured: 2 unconnected molecules or ions with the total composition C6H15NO, with ωB97M-V/def2-TZVPD.

Last columns: bonded neighbours and bond lengths (Å).
Cartesian coordinates (Å):
1 C 2.077 0.478 2.040  C2 1.523, H6 1.090, H7 1.091, H8 1.090
2 C 0.744 1.209 1.958  C1 1.523, C3 1.490, H9 1.090, H10 1.095
3 C -0.360 0.451 2.611  C2 1.490, N4 1.401, O5 1.202
4 N -1.618 0.859 2.151  C3 1.401, H11 1.007, H12 1.002
5 O -0.278 -0.400 3.457  C3 1.202
6 H 2.011 -0.542 1.659  C1 1.090
7 H 2.489 0.381 3.045  C1 1.091
8 H 2.862 0.956 1.454  C1 1.090
9 H 0.873 2.234 2.305  C2 1.090
10 H 0.599 1.323 0.879  C2 1.095
11 H -2.455 0.391 2.458  N4 1.007
12 H -1.692 1.773 1.747  N4 1.002
13 C -1.113 -0.368 -3.361  C14 1.565, H16 1.087, H17 1.090, H18 1.092
14 C -0.683 -0.423 -1.857  C13 1.565, C15 1.530, H19 1.090, H20 1.078
15 C 0.291 -1.581 -1.632  C14 1.530, H21 1.092, H22 1.092, H23 1.088
16 H -0.602 0.407 -3.925  C13 1.087
17 H -0.980 -1.326 -3.863  C13 1.090
18 H -2.186 -0.171 -3.426  C13 1.092
19 H -0.114 0.502 -1.759  C14 1.090
20 H -1.562 -0.451 -1.235  C14 1.078
21 H 1.351 -1.329 -1.713  C15 1.092
22 H 0.203 -2.003 -0.628  C15 1.092
23 H 0.141 -2.370 -2.365  C15 1.088

As for the SMILES: CCC(N)=O.CCC. The HOMO energy is -9.92 eV. As for the gap between HOMO and LUMO: 10.77 eV. The LUMO energy is 0.0312 hartree.

These are the Mulliken partial charges, in e, on atoms 1 to 6:
1. C -1.2680
2. C -0.1271
3. C 0.5491
4. N -0.3960
5. O -0.5880
6. H 0.2817

=====

--- three ---
Computed, not measured: 2 unconnected molecules or ions with the total composition C6H15NO, with ωB97M-V/def2-TZVPD.

Last columns: bonded neighbours and bond lengths (Å).
Cartesian coordinates (Å):
1 C -2.284 0.887 -0.868  C2 1.530, H8 1.089, H9 1.084, H10 1.103
2 C -1.150 -0.135 -0.977  C1 1.530, C3 1.539, H11 1.077, H12 1.109
3 C -0.241 0.026 0.254  C2 1.539, C4 1.524, C5 1.355
4 C 0.272 1.457 0.352  C3 1.524, H13 1.079, H14 1.074, H15 1.128
5 C 0.248 -0.967 1.037  C3 1.355, C6 1.506, N7 1.413
6 C 1.425 -0.798 1.961  C5 1.506, H16 1.099, H17 1.114, H18 1.080
7 N -0.154 -2.275 0.686  C5 1.413, H19 1.011, H20 1.016
8 H -2.164 1.693 -1.590  C1 1.089
9 H -2.328 1.288 0.139  C1 1.084
10 H -3.265 0.398 -0.992  C1 1.103
11 H -1.540 -1.131 -1.103  C2 1.077
12 H -0.557 -0.089 -1.913  C2 1.109
13 H 1.299 1.391 0.676  C4 1.079
14 H 0.197 2.048 -0.540  C4 1.074
15 H -0.376 1.942 1.138  C4 1.128
16 H 1.133 -0.616 3.005  C6 1.099
17 H 2.080 -1.690 1.834  C6 1.114
18 H 1.948 0.104 1.681  C6 1.080
19 H -1.115 -2.235 0.375  N7 1.011
20 H -0.169 -3.026 1.371  N7 1.016
21 O 2.543 0.750 -2.026  H22 0.961, H23 0.963
22 H 2.505 0.360 -2.903  O21 0.961
23 H 1.692 0.617 -1.596  O21 0.963

As for the SMILES: CC/C(C)=C(/C)N.O. The HOMO energy is -7.72 eV. As for the gap between HOMO and LUMO: 8.60 eV. The LUMO energy is 0.0322 hartree.

These are the Mulliken partial charges, in e, on atoms 1 to 6:
1. C -1.1989
2. C -0.3290
3. C 0.2944
4. C -1.7846
5. C 0.4758
6. C -1.1557

=====

--- four ---
Computed, not measured: 2 unconnected molecules or ions with the total composition C6H15NO, with ωB97M-V/def2-TZVPD.

Last columns: bonded neighbours and bond lengths (Å).
Cartesian coordinates (Å):
1 C -2.113 3.202 0.540  C2 1.466, H6 1.132, H7 1.142, H8 1.021
2 C -1.662 2.139 -0.363  C1 1.466, C3 1.608, H9 1.216, H10 1.237
3 C -1.407 0.723 0.355  C2 1.608, N4 1.438, O5 1.226
4 N -2.473 0.164 1.141  C3 1.438, H11 0.959, H12 1.101
5 O -0.497 0.099 -0.179  C3 1.226
6 H -2.010 4.178 -0.025  C1 1.132
7 H -1.395 3.272 1.426  C1 1.142
8 H -3.035 2.901 0.859  C1 1.021
9 H -2.260 1.814 -1.369  C2 1.216
10 H -0.565 2.464 -0.833  C2 1.237
11 H -2.729 -0.632 1.611  N4 0.959
12 H -3.357 0.746 1.448  N4 1.101
13 C 2.057 -1.908 0.948  C14 1.607, H16 1.151, H17 1.044, H18 1.083
14 C 1.655 -2.335 -0.548  C13 1.607, C15 1.559, H19 1.119, H20 1.157
15 C 2.507 -1.613 -1.635  C14 1.559, H21 1.090, H22 1.132, H23 1.044
16 H 2.928 -2.626 1.175  C13 1.151
17 H 1.225 -1.957 1.575  C13 1.044
18 H 2.523 -0.942 1.100  C13 1.083
19 H 1.893 -3.419 -0.687  C14 1.119
20 H 0.590 -2.158 -0.966  C14 1.157
21 H 2.362 -0.536 -1.547  C15 1.090
22 H 3.620 -1.699 -1.447  C15 1.132
23 H 2.145 -1.877 -2.579  C15 1.044

As for the SMILES: CCC(N)=O.CCC. The HOMO energy is -9.62 eV. As for the gap between HOMO and LUMO: 10.32 eV. The LUMO energy is 0.0258 hartree.

These are the Mulliken partial charges, in e, on atoms 1 to 6:
1. C -1.0390
2. C -0.2253
3. C 0.3344
4. N -0.3541
5. O -0.4861
6. H 0.3080

=====

Which structure is the most stable? The one labeled two.

=====

--- one ---
Computed, not measured: a single C6H15NO molecule, with ωB97M-V/def2-TZVPD.

Last columns: bonded neighbours and bond lengths (Å).
Cartesian coordinates (Å):
1 C 1.192 -1.773 -1.135  C2 1.540, H9 1.084, H10 1.089, H11 1.085
2 C 2.182 -0.979 -0.264  C1 1.540, N3 1.450, H12 1.092, H13 1.092
3 N 1.556 -0.320 0.866  C2 1.450, C4 1.471, H14 1.012
4 C 0.990 1.001 0.549  N3 1.471, C5 1.521, H15 1.097, H16 1.097
5 C -0.446 1.221 0.998  C4 1.521, C6 1.546, H17 1.092, H18 1.069
6 C -1.463 0.221 0.401  C5 1.546, C7 1.490, O8 1.456, H19 1.088
7 C -2.023 0.650 -0.911  C6 1.490, H20 1.102, H21 1.089, H22 1.083
8 O -2.559 0.015 1.336  C6 1.456, H23 0.957
9 H 1.717 -2.275 -1.940  C1 1.084
10 H 0.677 -2.458 -0.463  C1 1.089
11 H 0.449 -1.117 -1.577  C1 1.085
12 H 2.656 -0.187 -0.847  C2 1.092
13 H 2.960 -1.657 0.092  C2 1.092
14 H 0.823 -0.911 1.237  N3 1.012
15 H 1.621 1.765 1.019  C4 1.097
16 H 1.050 1.200 -0.528  C4 1.097
17 H -0.772 2.211 0.671  C5 1.092
18 H -0.530 1.110 2.057  C5 1.069
19 H -0.993 -0.760 0.411  C6 1.088
20 H -1.272 0.861 -1.691  C7 1.102
21 H -2.602 1.572 -0.903  C7 1.089
22 H -2.649 -0.112 -1.357  C7 1.083
23 H -2.564 0.722 1.980  O8 0.957

As for the SMILES: CCNCC[C@H](C)O. The HOMO energy is -8.72 eV. As for the gap between HOMO and LUMO: 9.73 eV. The LUMO energy is 0.0368 hartree.

These are the Mulliken partial charges, in e, on atoms 1 to 6:
1. C -0.8732
2. C -0.5445
3. N -0.3427
4. C -0.5305
5. C -1.0940
6. C 0.8728

=====

--- two ---
Computed, not measured: 2 unconnected molecules or ions with the total composition C6H15NO, with ωB97M-V/def2-TZVPD.

Last columns: bonded neighbours and bond lengths (Å).
Cartesian coordinates (Å):
1 C -0.288 2.304 -1.133  C2 1.533, H8 1.064, H9 1.128, H10 1.095
2 C 0.453 1.155 -1.827  C1 1.533, C3 1.471, H11 1.095, H12 1.093
3 C 0.590 -0.006 -0.934  C2 1.471, C4 1.366, H13 1.158
4 C 1.375 -0.077 0.182  C3 1.366, N5 1.391, H14 1.116
5 N 1.547 -1.160 1.038  C4 1.391, C6 1.456, H15 0.953
6 C 0.452 -1.763 1.785  N5 1.456, C7 1.514, H16 1.105, H17 1.087
7 C -0.545 -0.810 2.408  C6 1.514, H18 1.089, H19 1.090, H20 1.157
8 H -0.683 2.972 -1.861  C1 1.064
9 H 0.367 2.849 -0.394  C1 1.128
10 H -1.211 1.957 -0.656  C1 1.095
11 H -0.002 0.835 -2.771  C2 1.095
12 H 1.390 1.567 -2.211  C2 1.093
13 H -0.058 -0.929 -1.198  C3 1.158
14 H 1.950 0.802 0.558  C4 1.116
15 H 2.232 -0.974 1.675  N5 0.953
16 H 0.966 -2.343 2.572  C6 1.105
17 H -0.182 -2.479 1.268  C6 1.087
18 H -0.299 -0.270 3.321  C7 1.089
19 H -0.746 0.101 1.842  C7 1.090
20 H -1.487 -1.475 2.504  C7 1.157
21 O -2.283 -0.966 -2.329  H22 0.998, H23 1.027
22 H -1.288 -1.006 -2.277  O21 0.998
23 H -2.249 -0.283 -1.563  O21 1.027

As for the SMILES: CC/C=C/NCC.O. The HOMO energy is -8.21 eV. As for the gap between HOMO and LUMO: 9.07 eV. The LUMO energy is 0.0317 hartree.

These are the Mulliken partial charges, in e, on atoms 1 to 6:
1. C -1.0147
2. C -0.6235
3. C 0.1389
4. C -0.6398
5. N -0.3326
6. C -0.5232

=====

--- three ---
Computed, not measured: 3 unconnected molecules or ions with the total composition C6H15NO, with ωB97M-V/def2-TZVPD.

Last columns: bonded neighbours and bond lengths (Å).
Cartesian coordinates (Å):
1 C -0.516 -0.253 -0.898  C2 1.367, O8 1.348, H10 1.084
2 C 0.034 0.527 0.080  C1 1.367, C5 1.496, H11 1.082
3 C -2.438 0.203 0.384  N7 1.404, H14 1.085, H15 1.085
4 C 2.054 -0.503 -0.665  C6 1.499, H16 1.086, H17 1.087
5 C 0.238 2.006 -0.002  C2 1.496, H18 1.093, H19 1.092, H20 1.091
6 C 2.319 -1.386 0.518  C4 1.499, H21 1.099, H22 1.105, H23 1.094
7 N -2.574 -0.856 1.296  C3 1.404, H12 1.012, H13 1.012
8 O -0.717 0.100 -2.183  C1 1.348, H9 0.966
9 H -0.516 1.036 -2.313  O8 0.966
10 H -0.610 -1.323 -0.752  C1 1.084
11 H 0.122 0.063 1.054  C2 1.082
12 H -2.512 -1.780 0.887  N7 1.012
13 H -1.978 -0.795 2.112  N7 1.012
14 H -3.065 0.108 -0.496  C3 1.085
15 H -2.503 1.184 0.842  C3 1.085
16 H 2.679 0.380 -0.761  C4 1.086
17 H 1.956 -1.023 -1.615  C4 1.087
18 H 0.028 2.419 -0.991  C5 1.093
19 H -0.407 2.525 0.711  C5 1.092
20 H 1.272 2.257 0.239  C5 1.091
21 H 3.090 -2.148 0.343  C6 1.099
22 H 1.413 -1.942 0.822  C6 1.105
23 H 2.629 -0.801 1.389  C6 1.094

The HOMO energy (alpha / beta) is -5.76 / -6.12 eV. As for the gap between HOMO and LUMO (alpha / beta): 6.55 / 6.91 eV. The LUMO energy (alpha / beta) is 0.0291 / 0.0291 hartree.

These are the Mulliken partial charges, in e, on atoms 1 to 6:
1. C -0.0133
2. C 0.0505
3. C -0.8080
4. C -0.7668
5. C -1.2169
6. C -0.8130

=====

Which structure is the most stable? The one labeled one.

=====

--- one ---
Computed, not measured: 2 unconnected molecules or ions with the total composition C6H15NO, with ωB97M-V/def2-TZVPD.

Last columns: bonded neighbours and bond lengths (Å).
Cartesian coordinates (Å):
1 C 1.141 1.943 1.424  C2 1.516, H8 1.086, H9 1.090, H10 1.091
2 C 0.931 0.536 0.899  C1 1.516, N3 1.480, H11 1.094, H12 1.097
3 N -0.508 0.191 0.931  C2 1.480, C4 1.465, C7 1.488
4 C -1.200 0.679 -0.264  N3 1.465, C5 1.511, H13 1.090, H14 1.094
5 C -1.336 -0.502 -1.196  C4 1.511, C6 1.556, H15 1.090, H16 1.079
6 C -1.611 -1.678 -0.216  C5 1.556, C7 1.536, H17 1.085, H18 1.083
7 C -0.766 -1.272 1.001  N3 1.488, C6 1.536, H19 1.092, H20 1.088
8 H 0.829 2.040 2.460  C1 1.086
9 H 0.486 2.629 0.885  C1 1.090
10 H 2.176 2.263 1.292  C1 1.091
11 H 1.333 0.330 -0.097  C2 1.094
12 H 1.420 -0.148 1.603  C2 1.097
13 H -0.639 1.483 -0.740  C4 1.090
14 H -2.156 1.143 -0.004  C4 1.094
15 H -2.084 -0.445 -1.988  C5 1.090
16 H -0.405 -0.753 -1.679  C5 1.079
17 H -1.132 -2.549 -0.650  C6 1.085
18 H -2.666 -1.847 -0.040  C6 1.083
19 H -1.309 -1.448 1.932  C7 1.092
20 H 0.162 -1.833 1.081  C7 1.088
21 O 2.542 0.033 -1.999  H22 0.965, H23 0.963
22 H 2.195 0.016 -2.899  O21 0.965
23 H 2.366 -0.843 -1.639  O21 0.963

As for the SMILES: CCN1CCCC1.O. The HOMO energy is -8.20 eV. As for the gap between HOMO and LUMO: 8.87 eV. The LUMO energy is 0.0249 hartree.

These are the Mulliken partial charges, in e, on atoms 1 to 6:
1. C -1.3568
2. C -0.2886
3. N -0.1563
4. C -0.6798
5. C -0.4458
6. C -0.5841

=====

--- two ---
Computed, not measured: a single C6H15NO molecule, with ωB97M-V/def2-TZVPD.

Last columns: bonded neighbours and bond lengths (Å).
Cartesian coordinates (Å):
1 C -0.172 -1.947 -1.776  C2 1.534, H9 1.095, H10 1.087, H11 1.085
2 C -1.170 -1.018 -1.073  C1 1.534, C3 1.543, H12 1.089, H13 1.102
3 C -1.072 0.467 -1.482  C2 1.543, N4 1.459, H14 1.096, H15 1.085
4 N 0.136 1.189 -1.099  C3 1.459, C5 1.494, H16 1.013
5 C 0.107 1.726 0.295  N4 1.494, C6 1.520, H17 1.094, H18 1.086
6 C 1.010 1.049 1.313  C5 1.520, C7 1.524, H19 1.112, H20 1.094
7 C 0.513 -0.255 1.926  C6 1.524, O8 1.421, H21 1.092, H22 1.093
8 O 1.268 -0.598 3.080  C7 1.421, H23 0.949
9 H 0.255 -2.669 -1.072  C1 1.095
10 H 0.694 -1.403 -2.146  C1 1.087
11 H -0.694 -2.539 -2.520  C1 1.085
12 H -1.325 -1.158 -0.004  C2 1.089
13 H -2.163 -1.258 -1.487  C2 1.102
14 H -1.162 0.444 -2.574  C3 1.096
15 H -1.884 1.045 -1.055  C3 1.085
16 H 1.026 0.730 -1.255  N4 1.013
17 H 0.447 2.753 0.129  C5 1.094
18 H -0.905 1.773 0.684  C5 1.086
19 H 1.148 1.736 2.177  C6 1.112
20 H 2.068 1.037 1.037  C6 1.094
21 H -0.552 -0.174 2.155  C7 1.092
22 H 0.750 -1.079 1.249  C7 1.093
23 H 1.677 0.148 3.499  O8 0.949

As for the SMILES: CCCNCCCO. The HOMO energy is -8.48 eV. As for the gap between HOMO and LUMO: 9.47 eV. The LUMO energy is 0.0365 hartree.

These are the Mulliken partial charges, in e, on atoms 1 to 6:
1. C -1.1465
2. C -0.2884
3. C -0.8157
4. N -0.2704
5. C -0.9389
6. C -0.5550

=====

Which structure is the most stable? The one labeled one.